Density functional theory data (the ωB97M-V functional and the def2-TZVPD basis) for a 2-piece molecular cluster, C10H25N2O overall in a non-equilibrium geometry.

The geometry in XYZ format:
```
38
C10H25N2O (the ωB97M-V functional and the def2-TZVPD basis)
C 0.59 1.63 1.49
C 0.98 2.13 -0.84
C 2.88 -0.15 1.26
C 2.71 -0.03 -1.28
C -2.07 -0.37 -1.96
C -2.52 -1.30 0.89
C -3.40 0.85 0.38
C 1.32 -2.28 0.37
C 1.27 1.37 0.21
C 1.98 0.02 0.07
N -1.41 0.10 -0.71
N -2.19 0.02 0.54
O 0.87 -0.93 0.00
H 0.08 0.73 1.96
H 1.30 1.77 2.18
H -0.07 2.59 1.57
H -0.89 0.91 -0.95
H 1.50 2.16 -1.72
H 0.27 2.96 -0.66
H 3.14 -1.18 1.48
H 3.94 0.26 1.04
H 2.53 0.27 2.11
H 2.56 0.68 -2.06
H 2.67 -1.00 -1.72
H 3.80 0.16 -1.09
H -1.26 -0.94 -2.59
H -2.95 -1.06 -1.90
H -2.34 0.45 -2.48
H -3.27 -1.87 0.09
H -1.54 -1.76 0.86
H -3.06 -1.16 1.91
H -4.24 0.47 -0.14
H -3.87 0.95 1.31
H -3.04 1.86 -0.12
H 2.09 -2.42 -0.36
H 0.46 -3.01 -0.01
H 1.63 -2.47 1.50
H -0.46 -0.42 -0.66
```

* total charge: +1
* E_LUMO: -2.5 eV
* E_HOMO: -13.12 eV
* relative energy (zero: lowest compared OMol25 entry of this formula, charge and spin): 3.809 eV
* F_max: 4.619 eV/A
* gap between HOMO and LUMO: 10.65 eV